# 1
Here is one molecule with the formula C7H10N2 at a distorted geometry from OMol25. Energies are from the ωB97M-V functional and the def2-TZVPD basis.

The geometry in XYZ format:
```
19
Properties=species:S:1:pos:R:3:forces:R:3:mulliken_charge:R:1
H 2.022 1.179 0.433 -1.05 0.56 -1.29 0.324
C 0.145 2.002 0.717 -9.68 3.29 6.29 -0.032
N -1.335 0.412 -1.494 -2.45 -1.69 -0.34 -0.518
H 2.668 -1.167 0.056 -0.97 0.64 0.75 0.184
C -0.947 2.308 1.441 5.73 -1.41 -1.86 -0.402
H -1.655 2.545 2.418 2.34 -0.56 -3.35 0.294
C 1.003 1.253 -0.092 1.80 -4.24 -0.67 -0.726
H -1.542 -2.249 -1.754 -0.91 -0.12 -0.35 0.228
H 0.994 1.438 -1.188 0.44 0.55 0.92 0.392
C 0.729 -0.974 1.412 1.67 3.19 -2.08 -0.843
C 0.528 -0.309 -0.004 -0.69 -0.96 0.11 0.936
H -1.627 1.104 -0.769 0.67 -0.74 -0.60 0.166
H 1.005 -0.167 2.124 -0.28 -1.35 -0.01 0.292
N -0.850 -2.063 -1.057 0.75 3.37 0.48 -0.632
H 0.092 -1.770 1.503 -1.96 -1.31 1.48 0.412
H -2.254 0.247 -2.109 2.83 -0.09 1.85 0.299
C -0.695 -0.773 -0.872 0.57 0.02 -0.33 0.072
C 1.586 -1.377 0.256 2.20 1.75 -0.23 -0.768
H 1.498 -2.389 -0.015 -1.02 -0.93 -0.73 0.323
```
Positions in Å, forces in eV/Å.

Values from the calculation:
- highest occupied orbital energy (eV) = -9.2
- SMILES string = [H]/N=C(\N)C1(CC#C)CC1
- largest force on an atom (eV/Å) = 12.005
- gap between HOMO and LUMO (eV) = 10.10
- ΔE to the lowest compared entry with this formula, charge and spin (kJ/mol) = 555.3

***

# 2
Here is one molecule with the formula C7H10N2 at a distorted geometry from OMol25. Energies are from the ωB97M-V functional and the def2-TZVPD basis.

The geometry in XYZ format:
```
19
Properties=species:S:1:pos:R:3:forces:R:3:mulliken_charge:R:1
H -1.163 -2.479 0.228 0.15 0.35 0.41 0.394
H 1.379 -1.387 0.890 0.90 -0.41 -0.59 0.328
H -0.847 -1.660 -2.049 -0.31 -1.08 -1.42 0.461
C 0.444 -0.907 1.048 -2.31 -0.95 0.50 -0.893
H 1.103 1.765 -0.953 0.46 0.58 -0.34 0.444
H -1.294 1.876 0.337 -0.06 -0.01 -0.53 0.509
C 0.570 0.884 -0.702 0.02 0.36 0.59 -0.696
H 0.426 1.395 2.570 1.11 0.33 -0.92 0.323
H -2.583 -0.311 -0.671 1.00 -0.03 0.34 0.421
H 0.548 0.043 -2.525 0.50 0.05 0.37 0.299
C -0.713 -1.493 0.118 1.31 0.89 0.46 -0.382
C -1.498 -0.287 -0.432 -0.60 -0.67 -0.19 -0.238
H 1.973 1.285 2.010 1.34 -0.63 0.14 0.263
N 1.053 1.482 1.731 -3.49 -0.02 -0.07 -0.644
C 0.462 0.566 0.735 0.75 0.12 1.01 0.673
C -0.808 0.972 -0.009 0.77 -0.41 0.30 -0.615
H 0.245 -1.076 2.132 -0.26 0.22 -0.63 0.386
N 0.705 -0.266 -1.558 -0.83 0.28 -1.08 -0.484
C -0.472 -1.062 -1.289 -0.44 1.03 1.67 -0.547
```
Positions in Å, forces in eV/Å.

Values from the calculation:
- highest occupied orbital energy (eV) = -8.6
- SMILES string = N[C@]12C[C@@H]3[C@@H]4N[C@H]1[C@H]2[C@H]34
- largest force on an atom (eV/Å) = 3.494
- gap between HOMO and LUMO (eV) = 9.70
- ΔE to the lowest compared entry with this formula, charge and spin (kJ/mol) = 213.7

***

# 3
Here is an isolated ion of composition C7H10N2 and charge +2 at a distorted geometry from OMol25. Energies are from the ωB97M-V functional and the def2-TZVPD basis.

The geometry in XYZ format:
```
19
Properties=species:S:1:pos:R:3:forces:R:3:mulliken_charge:R:1
H -0.014 -0.575 -2.297 0.27 0.33 0.83 0.329
H -2.171 -1.238 -1.735 0.06 -1.59 -0.48 0.313
H -0.365 1.171 -2.294 0.19 -0.43 1.41 0.350
C 2.118 0.358 1.049 -0.42 2.41 1.12 -0.451
C 2.732 -0.826 1.684 0.56 1.12 -0.65 0.244
H -1.464 1.961 0.149 0.82 -0.39 -0.41 0.273
C -1.576 -0.269 0.108 0.28 -1.97 2.40 0.077
N -0.134 0.149 -0.221 -0.84 3.23 0.39 0.332
N 1.482 -1.061 1.562 -0.99 -2.11 0.52 -0.224
H -0.958 1.160 1.644 1.07 -0.37 0.80 0.384
H -1.615 -1.183 0.840 -0.31 1.97 -1.35 0.347
C 1.104 -0.226 0.168 4.40 -1.13 1.24 0.271
C -0.472 0.231 -1.692 -2.46 -0.84 -2.01 -0.566
H 1.902 1.304 1.675 0.58 -1.44 -1.09 0.313
H 1.517 -0.797 -0.616 0.71 -1.09 -0.50 0.475
H 3.701 -1.191 2.254 -2.24 0.64 -1.06 0.401
C -1.017 1.057 0.587 -2.79 -0.84 -1.35 -0.549
H -2.799 0.264 -1.521 -2.32 2.31 -0.81 0.387
C -1.971 -0.290 -1.344 3.43 0.18 0.99 -0.706
```
Positions in Å, forces in eV/Å.

Values from the calculation:
- highest occupied orbital energy (eV) = -20.4
- net charge = +2
- SMILES string = C1=[N+]2[C@@H]1[C@@H]2[N@@+]12CC[C@@H]1C2
- largest force on an atom (eV/Å) = 4.703
- gap between HOMO and LUMO (eV) = 10.84
- ΔE to the lowest compared entry with this formula, charge and spin (kJ/mol) = 423.3

***

# 4
Here is one molecule with the formula C7H10N2O at a distorted geometry from OMol25. Energies are from the ωB97M-V functional and the def2-TZVPD basis.

The geometry in XYZ format:
```
20
Properties=species:S:1:pos:R:3:forces:R:3:mulliken_charge:R:1
N -1.306 -0.099 -0.729 -0.27 0.82 -0.13 -0.568
C 0.288 -0.840 1.158 -1.48 0.25 -2.19 0.328
C 0.225 -2.024 -1.005 -2.01 -0.98 3.00 -1.629
C 0.961 1.723 -0.155 -2.30 0.76 0.51 -1.193
H 1.604 2.537 -0.408 0.62 0.22 -0.94 0.429
H -2.164 0.983 2.282 0.08 0.43 -0.60 0.449
O 1.198 -1.528 1.515 0.24 0.32 0.36 -0.500
H -0.290 -2.728 -0.219 0.57 0.71 -2.10 0.300
C -1.460 0.626 1.515 0.18 -1.10 1.77 0.140
H 1.229 -2.319 -0.939 1.48 -0.03 -0.08 0.347
C 1.088 0.407 -0.846 0.23 -0.49 -0.71 -0.498
N -0.636 -0.223 1.994 0.76 0.36 1.37 -0.549
H 1.035 0.649 -1.952 0.26 -1.01 1.08 0.296
H -0.112 2.096 -0.314 1.53 -0.11 0.21 0.263
H -2.797 1.223 -0.035 1.49 -0.42 -0.40 0.295
H -0.149 -2.093 -1.975 -0.74 -0.42 -1.57 0.487
C -1.778 0.736 0.123 -2.24 -0.44 -1.11 -0.530
H 1.095 1.657 0.905 -0.01 -0.30 0.86 0.346
C -0.045 -0.668 -0.419 2.10 0.99 1.55 1.464
H 2.013 -0.116 -0.499 -0.48 0.45 -0.87 0.324
```
Positions in Å, forces in eV/Å.

Values from the calculation:
- highest occupied orbital energy (eV) = -9.1
- SMILES string = CC[C@]1(C)N=CC=NC1=O
- largest force on an atom (eV/Å) = 3.741
- gap between HOMO and LUMO (eV) = 8.06
- ΔE to the lowest compared entry with this formula, charge and spin (kJ/mol) = 261.9

***

# 5
Here is a 2-piece molecular cluster, C7H10N2O2 overall at a distorted geometry from OMol25. Energies are from the ωB97M-V functional and the def2-TZVPD basis.

The geometry in XYZ format:
```
21
Properties=species:S:1:pos:R:3:forces:R:3:mulliken_charge:R:1
H 3.054 0.166 0.682 -0.09 -0.12 -0.14 0.247
N -1.226 -0.534 -0.419 -0.59 -0.18 -0.24 0.111
H 1.057 1.979 -0.097 -0.08 -0.06 0.04 0.209
H -0.034 -2.172 2.508 -0.07 -0.01 -0.01 0.407
C -1.137 1.895 0.246 -0.29 0.15 0.10 -0.717
O -2.982 -1.989 -0.391 0.11 0.22 0.04 -0.581
H -1.806 1.638 1.066 0.17 0.05 -0.23 0.288
C -2.545 -0.857 -0.450 -0.01 0.19 -0.06 -0.022
H 3.385 0.219 -1.031 -0.24 -0.19 0.29 0.227
C 1.833 -1.015 -0.518 0.49 0.21 0.52 0.065
C -0.718 0.780 -0.670 -0.12 -0.18 -0.26 0.010
C 1.114 -1.456 0.685 0.14 -0.79 1.21 -0.941
H -0.572 1.031 -1.724 0.02 -0.04 0.29 0.225
C 0.508 -1.832 1.658 0.84 0.14 -0.78 0.864
H -0.600 -1.333 -0.429 -0.36 0.35 -0.26 0.169
N 2.837 -0.137 -0.254 0.34 0.01 -0.30 -0.353
C 0.262 1.363 0.305 0.01 0.23 0.35 -0.477
H 0.525 0.754 1.171 -0.15 0.41 -0.36 0.272
H -1.304 2.873 -0.195 0.01 -0.17 0.08 0.254
H -3.198 0.035 -0.519 0.03 -0.12 0.02 0.326
O 1.547 -1.409 -1.622 -0.16 -0.08 -0.28 -0.582
```
Positions in Å, forces in eV/Å.

Values from the calculation:
- highest occupied orbital energy (eV) = -9.3
- SMILES string = C#CC(N)=O.O=CNC1CC1
- largest force on an atom (eV/Å) = 1.452
- gap between HOMO and LUMO (eV) = 9.84
- ΔE to the lowest compared entry with this formula, charge and spin (kJ/mol) = 319.8

***

# 6
Here is an isolated ion of composition C7H10N2O2P and charge +1 at a distorted geometry from OMol25. Energies are from the ωB97M-V functional and the def2-TZVPD basis.

The geometry in XYZ format:
```
22
Properties=species:S:1:pos:R:3:forces:R:3:mulliken_charge:R:1
C -1.240 -0.273 0.816 -0.51 0.10 0.58 -1.455
H -2.160 -0.841 0.991 0.42 0.26 -0.32 0.349
N 1.278 0.736 -2.222 1.00 -0.65 -0.90 0.058
C 0.042 0.580 -2.556 -0.52 0.03 1.93 -0.272
C 1.642 0.922 -0.921 -2.24 -0.42 2.96 -0.867
N -0.911 0.327 -1.681 1.14 -0.88 1.42 -0.216
C -0.885 0.510 3.271 0.97 3.91 -1.02 -1.175
C 0.749 0.626 0.042 -0.97 -1.59 -2.02 0.040
H -0.291 -3.004 -1.286 -0.98 -0.55 -0.29 0.150
O 0.623 0.900 1.335 0.35 0.60 1.17 -0.392
H -1.803 0.792 -1.736 -0.40 -0.28 -0.10 0.315
H -0.204 0.753 -3.507 -1.00 0.56 -3.77 0.519
H 0.013 0.566 3.972 -1.36 -0.64 -1.10 0.332
H -1.689 -0.130 3.431 -1.00 -1.39 1.16 0.364
O 1.741 -1.726 -1.260 1.05 -0.92 -1.01 -0.522
H -1.364 1.568 3.288 0.77 -1.44 0.44 0.291
P 0.445 -2.043 -0.661 0.97 2.12 3.22 0.285
H 1.970 0.564 -2.948 0.06 0.41 0.28 0.272
H 0.569 -2.333 0.838 -0.56 -0.07 -2.02 0.120
C -0.601 0.365 1.816 1.27 -0.80 -1.13 0.784
H 2.454 1.429 -0.609 3.02 1.69 -0.04 0.525
C -0.376 -0.284 -0.413 -1.46 -0.05 0.55 1.495
```
Positions in Å, forces in eV/Å.

Values from the calculation:
- highest occupied orbital energy (eV) = -12.4
- net charge = +1
- SMILES string = CC1=C[C@@]2([PH2]=O)NC=[NH+]C=C2O1
- largest force on an atom (eV/Å) = 4.150
- gap between HOMO and LUMO (eV) = 8.62
- ΔE to the lowest compared entry with this formula, charge and spin (kJ/mol) = 88.6